C56H53ClIMnNP2SSeSiTe | ωB97M-V/def2-TZVPD

Expectation value of S²: 8.7759
Largest force on an atom in eV Å⁻¹: 3.43
Net charge: -2
2S+1: 6
Orbital gap (spin up / spin down) in eV: 4.51 / 4.45
Highest occupied orbital energy (spin up / spin down) in eV: -0.944 / -0.898

Last column: Löwdin charge in e.
Atoms and positions in Å:
I  -0.96743  1.87345  2.58734  1.133
Te  3.64095  0.38765  2.04211  0.921
Se  -1.84414  -2.94481  1.91212  0.240
Mn  0.15867  0.05932  0.89839  0.168
Cl  0.87572  -1.96023  -4.08798  0.685
S  6.11518  2.70486  2.03125  0.853
P  -1.77924  0.04694  -0.45127  0.996
P  1.27027  1.47102  -0.55296  0.983
Si  -3.58220  -3.37493  3.19074  -0.012
N  -0.86771  1.94069  -2.37662  -0.196
C  -5.27836  1.48745  1.15155  -0.100
C  0.80144  5.91248  0.67217  -0.099
C  -2.48933  -2.77993  -4.02321  -0.112
C  5.54894  1.55559  -2.31185  -0.099
C  -3.97677  1.39344  0.69995  -0.152
C  -4.37087  -1.82026  3.96710  -0.228
C  2.26905  -2.56127  3.71152  -0.102
C  -0.69316  2.30035  -4.76433  -0.019
C  1.33545  -3.08675  -1.62325  -0.351
C  -2.10681  -3.26553  -2.78345  -0.077
C  0.12988  0.96539  4.26625  -0.470
C  -2.88536  3.98019  -4.67972  -0.107
C  -3.49658  0.19620  0.16289  -0.345
C  -3.06015  -4.51413  4.63155  -0.256
C  1.52403  -0.76942  5.11714  -0.185
C  3.88002  2.50521  -0.87816  -0.124
C  -6.12609  0.39713  1.08133  -0.101
C  7.69497  2.40973  1.39650  -0.474
C  4.67955  0.52591  -2.62927  -0.077
C  -4.92671  -4.31704  2.20352  -0.243
C  0.49812  1.48766  -2.28727  -0.290
C  2.05685  -5.42151  -1.47003  -0.138
C  1.62614  -4.47886  -3.63281  -0.175
C  -1.90195  -2.39846  -1.72608  -0.136
C  3.41245  0.48254  -2.07482  -0.087
C  0.93881  -1.91385  -1.02689  -0.128
C  -2.41959  3.40618  -3.51689  -0.035
C  1.98449  -5.57347  -2.85582  -0.165
C  -2.26435  3.73344  -5.89213  -0.126
C  2.22700  -1.97300  4.94314  -0.059
C  1.46854  -0.13498  6.37417  -0.046
C  0.74773  1.01127  6.56119  -0.108
C  1.75493  -4.22869  -0.87516  -0.055
C  -1.31665  2.53456  -3.52783  -0.271
C  -1.16204  2.89426  -5.91687  -0.099
C  5.54317  1.13737  1.54361  -1.047
C  -2.68906  -1.42093  -4.19438  -0.107
C  1.50330  3.66324  1.11489  -0.201
C  0.04484  1.57177  5.48678  -0.166
C  6.55543  0.46887  0.92050  -0.300
C  0.94537  -0.76861  2.67965  -0.383
C  -2.51071  -0.55008  -3.13480  -0.083
C  -2.10337  -1.02891  -1.89421  -0.348
C  -5.64580  -0.80682  0.58677  -0.091
C  1.12384  3.26532  -0.16986  -0.376
C  5.15253  2.53151  -1.41379  -0.104
C  1.66600  -1.95536  2.60690  -0.270
C  0.85728  -0.19608  3.98686  -0.307
C  1.35472  4.97291  1.52605  -0.090
C  -4.34177  -0.91336  0.14553  -0.097
C  7.77176  1.17402  0.83904  -0.239
C  2.98745  1.49200  -1.21638  -0.380
C  0.44989  5.53711  -0.61146  -0.090
C  0.61916  4.23184  -1.03809  -0.076
C  1.33005  -3.28014  -3.03616  -0.608
C  -1.75650  1.75708  -1.26499  -0.319
H  2.79635  -3.49518  3.56799  0.103
H  0.75862  -1.87867  0.05122  -0.009
H  -0.55356  2.46074  5.61994  0.081
H  0.70435  1.48781  7.53105  0.091
H  3.58662  3.26804  -0.17368  0.090
H  -5.33155  -2.03581  4.42805  0.009
H  -1.51511  2.48108  -0.46221  0.064
H  -1.57766  -2.78642  -0.76801  0.009
H  -2.78498  1.93465  -1.59376  0.081
H  -2.42239  -3.97309  5.32306  0.010
H  -3.34566  2.26944  0.77554  0.053
H  1.79345  -2.45964  1.65831  0.058
H  8.67045  0.77894  0.38788  0.085
H  2.75862  -0.34924  -2.29947  0.075
H  -5.63293  2.42552  1.55599  0.096
H  -3.96999  -1.86510  -0.20728  0.083
H  -2.67964  0.50136  -3.30249  0.087
H  -2.49062  -5.35285  4.24469  0.007
H  -2.62628  -3.45350  -4.85997  0.097
H  0.59164  0.46622  -2.68651  0.047
H  -3.74316  4.63848  -4.63147  0.096
H  0.64212  6.93031  1.00394  0.094
H  -0.66780  2.68629  -6.85606  0.099
H  -4.52126  -1.04511  3.22233  -0.008
H  -1.93059  -4.32186  -2.64412  0.112
H  -3.71020  -1.41378  4.72792  0.014
H  0.35036  3.99301  -2.05502  0.095
H  -2.90709  3.65379  -2.58612  0.103
H  -2.97835  -1.02614  -5.16014  0.096
H  1.91341  2.92427  1.79675  0.029
H  6.53987  1.58786  -2.74366  0.095
H  1.13230  2.13337  -2.91128  0.102
H  2.72941  -2.41267  5.79561  0.102
H  1.57788  -4.56524  -4.71061  0.083
H  -5.38399  -3.66937  1.46274  -0.015
H  0.56483  -1.12334  -1.65454  -0.041
H  0.14039  1.61876  -4.82848  0.107
H  -6.29685  -1.66948  0.54634  0.097
H  -3.90794  -4.90720  5.18669  0.003
H  -5.71358  -4.70643  2.84461  0.004
H  0.03815  6.26872  -1.29426  0.097
H  2.35148  -6.26683  -0.86066  0.087
H  -2.63387  4.18828  -6.79997  0.087
H  8.45418  3.16410  1.48719  0.034
H  6.41308  -0.52034  0.52409  0.087
H  -7.15018  0.48487  1.41879  0.095
H  5.83586  3.31677  -1.12265  0.097
H  4.98536  -0.24917  -3.31940  0.101
H  1.64962  5.25865  2.52463  0.105
H  2.18564  -6.52780  -3.32450  0.067
H  1.79808  -4.14018  0.19870  0.093
H  -4.47911  -5.15286  1.67334  0.010
H  2.01098  -0.58253  7.19921  0.105


C56H53CsN8O4P2S | ωB97M-V/def2-TZVPD

Expectation value of S²: 0.7558
Largest force on an atom in eV Å⁻¹: 2.65
Net charge: -1
2S+1: 2
Orbital gap (spin up / spin down) in eV: 2.55 / 6.46
Highest occupied orbital energy (spin up / spin down) in eV: -0.987 / -4.895

Last column: Löwdin charge in e.
Atoms and positions in Å:
Cs  0.94179  1.22267  0.84870  1.334
S  4.55806  3.20939  -0.06893  0.253
P  -1.02449  -0.83082  2.94175  1.137
P  -2.49649  2.27185  0.57155  1.062
O  -1.34536  0.35149  -0.32568  -0.367
O  1.50533  -0.57416  2.39934  -0.447
O  0.89960  3.60656  2.85450  -0.187
O  2.35288  1.19500  3.45840  -0.070
N  -2.47413  -3.78400  -3.81119  0.150
N  4.00245  -0.34254  -1.66140  0.179
N  -2.71144  -1.80672  -2.86103  0.183
N  -2.43795  2.95250  -1.02513  -0.108
N  1.25421  -3.02682  -3.86684  0.158
N  -0.14306  2.78629  -1.16118  -0.055
N  1.04678  -1.13304  -2.70945  0.193
N  -0.46052  -3.11187  -0.74473  -0.009
C  1.52275  -0.78005  -6.79980  -0.109
C  -4.57709  0.05036  4.98756  -0.095
C  1.10147  -0.43272  4.68410  -0.129
C  -2.64134  4.51664  2.20236  -0.102
C  5.20200  -1.93937  0.01576  -0.220
C  -4.75181  0.89667  1.47540  -0.104
C  -2.34264  1.33515  3.98127  -0.112
C  0.85924  -3.18669  -1.38504  -0.132
C  -5.81368  0.00844  1.39144  -0.087
C  -1.67585  -3.61767  -1.42907  -0.110
C  -3.61061  -0.67502  4.30436  -0.106
C  -1.26072  3.31063  -1.65612  -0.382
C  -0.04893  4.40634  -3.40414  -0.086
C  -3.79478  -2.10081  -6.83539  -0.105
C  -3.01042  -2.97703  -4.79060  -0.202
C  -3.36760  -3.92577  1.65850  -0.111
C  -3.18920  5.65815  2.77316  -0.087
C  -3.99588  1.21604  0.34524  -0.349
C  4.39103  -3.21353  0.27186  -0.099
C  -6.14578  -0.56964  0.17345  -0.103
C  1.72100  0.12865  3.42448  -0.789
C  -0.00498  -1.79348  6.82711  -0.087
C  -2.28873  -3.02625  -2.68223  -0.289
C  -1.67075  -2.52664  2.66772  -0.358
C  -4.49545  6.02438  2.48253  -0.103
C  -5.24683  5.25430  1.60273  -0.097
C  -3.39218  3.72561  1.33284  -0.338
C  1.22672  0.40654  -4.69568  0.009
C  -0.98157  -3.67341  3.05565  -0.080
C  -2.69220  -5.06187  2.08425  -0.101
C  -2.48052  -0.04241  3.79107  -0.348
C  4.52474  -1.04357  -0.91594  -0.229
C  1.74890  -0.42844  5.91191  -0.015
C  -3.31169  2.06319  4.65502  -0.082
C  1.19763  -0.82593  -4.05005  -0.213
C  -3.14651  -1.72526  -4.17661  -0.220
C  -0.12859  -1.06922  4.53569  -0.282
C  -1.25679  4.14369  -2.78362  -0.032
C  1.20160  -1.11920  6.98071  -0.085
C  1.04906  -2.42503  -2.64534  -0.331
C  -4.34021  0.63557  -0.86614  -0.107
C  -0.68477  -1.74270  5.62113  -0.087
C  1.39120  0.40514  -6.06852  -0.094
C  -5.40986  -0.24460  -0.95703  -0.090
C  1.34517  -2.01335  -4.79888  -0.198
C  -3.34486  -3.19507  -6.11832  -0.030
C  -4.43322  1.42027  5.16123  -0.093
C  -3.62521  -0.63769  -4.90783  -0.010
C  1.00538  3.03034  -1.78211  -0.210
C  1.50294  -2.01610  -6.17763  -0.038
C  1.11455  3.83401  -2.90545  -0.080
C  -2.85187  -2.66842  1.93264  -0.124
C  -4.69939  4.11345  1.03450  -0.101
C  -1.49106  -4.93171  2.76690  -0.083
C  3.24161  3.68998  0.65928  -0.828
C  -3.93648  -0.84800  -6.23722  -0.100
H  -1.55175  -0.12845  -1.16035  0.057
H  -3.19580  3.13312  4.77441  0.103
H  -6.97859  -1.25921  0.10307  0.094
H  1.58130  -2.78405  -0.67505  0.110
H  1.07672  -4.24935  -1.54002  0.119
H  -3.38410  -1.78243  1.59257  0.101
H  -0.42458  -2.34908  7.65764  0.096
H  -1.47008  -4.67060  -1.64980  0.116
H  1.63182  -0.73316  -7.87644  0.094
H  -3.74660  -1.74130  4.17160  0.099
H  -6.26069  5.54866  1.35609  0.095
H  5.36098  -1.40237  0.95168  0.121
H  -2.23328  -4.75322  -3.90502  0.151
H  3.46235  -2.96946  0.78718  0.069
H  -0.95281  -5.81687  3.08401  0.099
H  2.07432  4.00468  -3.37207  0.105
H  -3.25893  3.45478  -1.32710  0.099
H  -1.46146  1.83966  3.59169  0.095
H  1.71392  -1.13787  7.93488  0.096
H  -3.22891  -4.16092  -6.59371  0.103
H  -4.01656  -2.21620  -7.88854  0.097
H  -3.74840  0.84708  -1.73448  0.079
H  -0.04373  -3.57453  3.58763  0.110
H  1.38869  2.86112  3.24639  -0.027
H  1.11924  1.32159  -4.12890  0.098
H  -2.18063  4.57525  -3.15209  0.099
H  -0.58418  -2.14964  -0.44544  0.082
H  -5.66242  -0.68630  -1.91471  0.096
H  -5.44539  -0.45716  5.39232  0.099
H  -4.30047  -4.01914  1.11357  0.105
H  -4.93019  6.90693  2.93608  0.094
H  1.32933  -4.01191  -4.03860  0.148
H  4.96027  -3.90058  0.89744  0.071
H  2.68501  0.10835  6.00387  0.119
H  -6.38098  -0.24139  2.28050  0.100
H  1.60563  -2.93501  -6.74299  0.100
H  -1.64403  -2.23399  5.51679  0.103
H  -5.19087  1.98307  5.69285  0.099
H  -3.09718  -6.04621  1.88193  0.095
H  -0.01701  5.05118  -4.27431  0.100
H  1.88418  2.54870  -1.36466  0.014
H  -4.50853  1.35506  2.42678  0.083
H  6.17605  -2.18297  -0.41109  0.112
H  1.40050  1.35020  -6.59833  0.097
H  -2.59532  6.26645  3.44497  0.104
H  -4.27572  -0.01146  -6.83557  0.098
H  -1.49736  -0.27118  0.39410  -0.034
H  -3.70421  0.34375  -4.46650  0.108
H  1.55085  3.98673  2.23213  -0.048
H  -2.44428  -3.58220  -0.65802  0.091
H  -5.29877  3.51353  0.35702  0.102
H  -1.61462  4.23163  2.42277  0.087
H  4.15366  -3.71308  -0.66788  0.071